No. 1
49
Properties=species:S:1:pos:R:3 method="wB97M-V/def2-TZVPD" e_above_lowest_kj_mol=143.1 total_energy_ev=-27684.5528 homo_lumo_gap_ev=9.18 homo_energy_ev=-9.1
C -1.06 1.93 2.35
C -1.08 1.80 0.83
C -0.51 3.09 0.17
C -2.47 1.59 0.27
C -2.16 1.16 -1.21
N -1.76 -0.28 -1.21
H -2.04 1.71 2.77
H -0.47 1.27 2.99
H -0.89 2.96 2.65
H -0.30 1.11 0.49
H 0.44 3.46 0.53
H -0.50 2.96 -0.97
H -1.14 3.98 0.35
H -2.92 0.68 0.65
H -3.16 2.48 0.30
H -2.97 1.24 -1.95
H -1.46 1.92 -1.63
H -2.16 -0.72 -2.03
H -0.75 -0.31 -1.26
O 2.67 -2.30 0.75
H 2.35 -3.09 1.17
H 2.47 -1.47 1.23
O -2.99 -3.30 2.13
H -2.76 -2.74 2.91
H -3.51 -2.66 1.61
O -0.05 -2.12 3.23
H 0.00 -3.03 3.50
H 0.14 -2.00 2.29
O 3.19 0.42 -3.11
H 3.67 1.21 -2.79
H 3.04 -0.26 -2.43
O 2.45 0.19 1.99
H 2.13 -0.04 2.88
H 3.26 0.62 2.28
O 3.31 2.56 0.35
H 3.71 3.28 -0.14
H 2.45 2.25 0.03
O -0.62 -3.07 0.88
H -1.46 -3.19 1.34
H -0.94 -2.39 0.24
O 0.91 1.57 -2.34
H 0.61 2.13 -3.08
H 1.68 1.10 -2.77
O 1.36 -3.86 -1.78
H 1.91 -3.19 -1.25
H 0.85 -3.34 -2.41
O -0.82 -1.76 -3.20
H -1.00 -2.53 -3.85
H -0.66 -0.99 -3.73



No. 2
52
Properties=species:S:1:pos:R:3 method="wB97M-V/def2-TZVPD" e_above_lowest_kj_mol=301.1 total_energy_ev=-33827.9567 homo_lumo_gap_ev=9.84 homo_energy_ev=-10.0
C 1.55 -0.96 1.25
C 0.74 0.06 0.46
O 1.13 1.22 0.52
N -0.51 -0.26 -0.03
C -0.89 -1.56 -0.61
C -1.17 -1.31 -2.09
C -2.70 -1.15 -2.29
O -0.85 -2.42 -2.95
H 1.63 -0.30 2.11
H 2.42 -1.22 0.64
H 1.04 -1.82 1.69
H -1.07 0.59 -0.25
H -0.02 -2.21 -0.56
H -1.69 -1.87 0.06
H -0.51 -0.52 -2.47
H -3.21 -0.86 -1.37
H -3.04 -0.58 -3.15
H -3.04 -2.14 -2.58
H -0.69 -3.27 -2.54
O 1.62 1.58 3.44
H 1.01 2.35 3.34
H 2.02 1.72 2.56
O 2.29 2.09 -2.82
H 1.87 1.82 -3.64
H 2.17 1.51 -2.07
O -0.28 -2.98 3.16
H -0.25 -2.01 3.04
H -1.14 -3.18 3.54
O 0.62 3.65 1.72
H 0.64 3.06 0.95
H 0.94 4.50 1.40
O 1.42 3.81 -0.84
H 1.78 2.97 -0.54
H 1.85 3.94 -1.69
O 1.54 -4.09 0.66
H 1.69 -3.57 1.46
H 0.66 -4.42 0.86
O -1.16 1.74 -3.44
H -0.99 2.64 -3.75
H -2.02 1.47 -3.78
O 2.63 -2.47 -1.44
H 2.05 -2.08 -2.11
H 2.09 -2.84 -0.73
O -3.05 0.25 2.43
H -2.56 0.59 3.17
H -2.70 0.43 1.56
O -0.47 -0.16 3.56
H 0.29 0.50 3.43
H -0.47 0.02 4.51
O -1.15 2.44 -0.91
H -0.85 3.34 -1.06
H -1.20 1.99 -1.78



No. 3
51
Properties=species:S:1:pos:R:3 method="wB97M-V/def2-TZVPD" e_above_lowest_kj_mol=0.0 total_energy_ev=-29194.2869 homo_lumo_gap_ev=9.73 homo_energy_ev=-9.6
C 1.37 1.13 -1.85
C 0.06 0.42 -1.57
C -1.01 0.87 -2.56
N -2.29 0.14 -2.36
C -3.04 0.52 -1.15
C -2.92 -0.56 -0.06
N -3.64 -1.81 -0.34
H 1.72 0.92 -2.87
H 1.24 2.21 -1.76
H 2.15 0.83 -1.14
H -0.29 0.67 -0.55
H 0.22 -0.66 -1.60
H -0.69 0.62 -3.58
H -1.18 1.95 -2.47
H -2.86 0.27 -3.19
H -2.68 1.47 -0.71
H -4.09 0.66 -1.40
H -1.86 -0.79 0.09
H -3.31 -0.15 0.88
H -4.63 -1.62 -0.49
H -3.28 -2.23 -1.19
O -1.37 -2.69 2.09
H -0.91 -2.91 1.25
H -2.23 -2.33 1.79
O 0.05 -0.76 3.50
H -0.48 -1.48 3.05
H -0.33 0.09 3.21
O 3.48 3.73 0.19
H 4.15 3.57 -0.46
H 3.60 3.04 0.88
O 1.51 3.66 2.42
H 1.71 4.18 1.63
H 2.31 3.11 2.52
O 3.63 1.92 2.23
H 3.11 1.08 2.11
H 4.24 1.69 2.93
O 0.00 1.58 1.88
H 0.37 2.46 2.14
H 0.77 1.00 1.68
O 2.08 -0.21 1.89
H 1.44 -0.58 2.58
H 2.22 -0.97 1.28
O -1.43 -2.54 -2.57
H -1.76 -1.62 -2.41
H -0.76 -2.39 -3.26
O -0.11 -3.31 -0.31
H -0.17 -4.27 -0.38
H -0.66 -3.02 -1.11
O 2.39 -2.26 0.06
H 1.49 -2.66 -0.10
H 2.66 -2.01 -0.82



No. 4
52
Properties=species:S:1:pos:R:3 method="wB97M-V/def2-TZVPD" e_above_lowest_kj_mol=316.5 charge=+2 total_energy_ev=-31222.7757 homo_lumo_gap_ev=9.90 homo_energy_ev=-15.9
C 0.25 0.99 3.83
C 1.28 0.35 2.98
C 0.80 -0.20 1.64
C 0.95 0.42 0.46
N 0.55 -0.28 -0.76
C 0.91 0.15 -1.94
N -1.14 0.73 3.36
H 0.45 0.70 4.85
H 0.37 2.20 3.73
H 2.16 1.05 2.75
H 1.64 -0.52 3.55
H 0.12 -1.07 1.80
H 1.35 1.36 0.18
H -0.21 -1.00 -0.82
H 0.61 -0.27 -2.96
H 1.65 1.01 -2.03
H -1.85 1.18 4.17
H -1.50 1.37 2.49
H -1.31 -0.28 3.25
H -0.39 2.75 -3.78
H 0.95 3.15 -4.19
O 0.56 2.79 -3.44
H 0.40 -3.17 -2.27
H 1.08 -3.81 -3.56
O 0.38 -3.22 -3.27
H 0.31 3.49 -1.38
H -0.38 4.36 -0.24
O -0.28 3.53 -0.63
H 4.48 0.18 -2.41
H 4.22 0.93 -1.00
O 3.87 0.28 -1.61
H 3.92 0.97 1.04
H 4.21 2.46 1.18
O 3.67 1.86 0.77
H -2.15 2.31 0.84
H -0.61 2.15 0.53
O -1.33 1.86 1.12
H -2.42 -2.04 -0.59
H -2.41 -0.64 0.04
O -2.11 -1.62 0.26
H -0.53 -4.15 -0.53
H 1.00 -4.34 -0.28
O 0.35 -3.65 -0.57
H -1.88 -3.92 -2.64
H -3.27 -3.23 -2.43
O -2.29 -3.15 -2.18
H -2.66 -0.23 -2.66
H -2.94 1.19 -2.78
O -2.44 0.58 -2.10
H -3.33 -2.29 3.31
H -2.38 -1.66 2.04
O -2.68 -1.61 2.86



No. 5
53
Properties=species:S:1:pos:R:3 method="wB97M-V/def2-TZVPD" e_above_lowest_kj_mol=237.3 total_energy_ev=-33287.4873 homo_lumo_gap_ev=9.84 homo_energy_ev=-9.7
C 1.61 3.51 0.27
C 2.11 2.16 -0.22
N 1.75 1.90 -1.61
C 1.54 0.98 0.60
O 0.31 1.05 0.78
N 2.18 -0.21 0.61
C 3.59 -0.24 0.37
C 1.69 -1.18 1.62
H 1.97 3.84 1.25
H 1.96 4.28 -0.43
H 0.53 3.56 0.28
H 3.20 2.19 -0.17
H 2.05 2.60 -2.27
H 0.77 1.66 -1.69
H 4.28 0.04 1.18
H 3.90 -1.26 0.13
H 3.91 0.33 -0.50
H 0.77 -0.80 2.04
H 2.43 -1.21 2.39
H 1.49 -2.11 1.10
O -2.96 -0.02 -3.32
H -2.39 0.74 -3.45
H -3.47 0.00 -4.13
O -1.70 2.20 -0.64
H -1.00 1.85 -0.05
H -2.18 2.91 -0.19
O -3.87 -2.82 -0.76
H -3.62 -2.06 -0.23
H -3.22 -2.87 -1.47
O 0.46 1.59 3.85
H -0.24 1.31 4.45
H 0.10 1.46 2.97
O 2.13 -2.37 -3.12
H 1.37 -2.55 -3.69
H 2.65 -1.60 -3.41
O 1.78 -0.60 4.32
H 0.86 -0.32 4.42
H 2.27 0.23 4.36
O -0.21 -0.38 -3.05
H 0.65 -0.44 -2.63
H -0.75 -0.33 -2.25
O -3.02 -1.18 1.99
H -2.83 -0.99 1.05
H -3.97 -1.26 2.02
O -3.13 -0.04 -0.43
H -2.65 0.84 -0.57
H -3.13 -0.38 -1.34
O -0.26 -2.71 -4.53
H -0.71 -1.98 -4.07
H -0.11 -3.45 -3.92
O -1.15 -0.48 3.89
H -1.35 -0.56 2.94
H -1.66 -1.21 4.24



No. 6
53
Properties=species:S:1:pos:R:3 method="wB97M-V/def2-TZVPD" e_above_lowest_kj_mol=633.7 charge=+1 multiplicity=2 total_energy_ev=-33272.9131 homo_lumo_gap_ev="9.10 / 3.61" homo_energy_ev="-12.8 / -12.8"
C 2.42 -0.67 -0.37
C 3.70 -0.15 -1.03
C 1.74 0.53 0.26
N 1.25 0.66 1.53
C 1.71 -0.17 2.64
C 0.85 -1.52 2.63
N -0.61 -1.34 2.49
O 1.45 1.42 -0.52
H 1.78 -1.20 -0.98
H 2.61 -1.51 0.42
H 3.36 0.39 -1.85
H 4.34 0.49 -0.36
H 4.38 -0.88 -1.35
H 0.78 1.63 1.71
H 2.66 -0.54 2.44
H 1.65 0.41 3.52
H 0.96 -1.88 3.71
H 1.26 -2.22 1.89
H -0.75 -1.68 1.49
H -1.07 -0.60 2.86
H -4.69 -1.12 1.08
H -3.57 -1.54 0.16
O -4.41 -1.86 0.59
H -3.16 3.05 1.73
H -2.44 2.92 0.46
O -3.39 3.12 0.93
H -1.21 0.92 -1.97
H -1.12 2.18 -3.00
O -0.93 1.83 -2.12
H 2.73 2.55 0.97
H 2.15 3.67 0.81
O 2.80 3.44 1.39
H 2.16 -4.14 -0.64
H 1.00 -4.43 -0.21
O 1.31 -3.90 -0.98
H -2.36 0.32 1.56
H -3.36 1.41 1.26
O -3.24 0.43 1.29
H 1.69 2.11 -2.46
H 0.89 1.41 -3.55
O 1.78 1.94 -3.48
H -1.23 -3.61 -2.09
H -2.12 -2.43 -2.47
O -1.30 -2.53 -2.07
H 0.28 4.19 -0.25
H -0.07 2.87 -0.34
O -0.10 3.53 0.26
H -1.88 -3.51 0.93
H -2.78 -3.90 1.68
O -2.33 -4.29 1.00
H 0.06 -0.73 -2.38
H -0.80 -0.94 -3.60
O -0.28 -0.26 -3.04



No. 7
54
Properties=species:S:1:pos:R:3 method="wB97M-V/def2-TZVPD" e_above_lowest_kj_mol=631.1 total_energy_ev=-35330.5747 homo_lumo_gap_ev=8.37 homo_energy_ev=-8.2
O 0.04 -1.87 -1.79
C -1.09 -2.21 -1.42
C -1.47 -1.75 0.01
C -0.97 -0.23 0.28
C -2.01 0.80 0.18
C -3.24 0.78 0.68
N -4.16 1.69 0.08
N -0.74 -2.66 0.98
H -1.66 -2.70 -2.19
H -2.60 -1.82 0.12
H -0.18 -0.13 -0.48
H -0.52 -0.13 1.32
H -1.57 1.65 -0.39
H -3.69 0.03 1.37
H -4.97 1.87 0.68
H -3.67 2.53 -0.07
H 0.22 -3.05 0.69
H -1.32 -3.59 1.10
H -4.05 -2.61 -2.40
H -3.96 -1.40 -1.37
O -3.57 -2.28 -1.62
H 2.73 -0.38 -0.93
H 1.73 -1.27 -1.53
O 2.69 -1.15 -1.59
H 4.17 -1.37 1.34
H 3.22 -2.37 0.54
O 3.23 -1.55 0.99
H -0.46 1.34 -4.88
H -1.62 1.31 -3.84
O -0.69 1.40 -3.93
H 3.47 0.72 3.37
H 2.91 -0.69 3.20
O 3.37 0.05 2.61
H -0.07 3.47 1.94
H -0.37 2.03 1.70
O -0.80 2.82 1.95
H 2.51 0.90 1.24
H 3.21 2.10 0.45
O 2.39 1.63 0.64
H 4.06 -0.95 -2.53
H 4.43 0.43 -3.06
O 4.50 -0.46 -3.29
H 0.69 -1.59 2.80
H 1.11 -2.40 3.93
O 1.03 -1.56 3.61
H -0.23 3.61 -2.67
H 0.96 2.90 -3.10
O 0.76 3.71 -2.81
H 0.94 4.82 -0.38
H 1.02 3.35 0.26
O 0.48 4.21 0.11
H -2.65 -1.62 4.45
H -1.94 -2.52 3.36
O -2.78 -2.45 3.88



No. 8
53
Properties=species:S:1:pos:R:3 method="wB97M-V/def2-TZVPD" e_above_lowest_kj_mol=205.2 charge=-1 total_energy_ev=-42633.4404 homo_lumo_gap_ev=8.85 homo_energy_ev=-6.3
C 1.91 1.72 1.27
C 0.60 2.39 1.57
S -0.17 1.72 3.13
C 1.81 0.39 0.43
N 0.86 0.38 -0.67
C 1.01 -0.94 -1.40
C -0.15 -1.25 -2.40
O -1.44 -1.39 -1.74
H 2.56 2.32 0.66
H 2.41 1.23 2.14
H 0.66 3.45 1.51
H -0.17 2.25 0.67
H -1.07 0.82 2.60
H 1.62 -0.59 0.97
H 2.93 0.35 -0.03
H -0.12 0.42 -0.40
H 2.04 -0.85 -1.90
H 1.06 -1.80 -0.71
H -0.39 -0.38 -3.03
H 0.13 -2.11 -3.01
H 3.24 -3.28 -2.34
H 2.48 -3.93 -1.00
O 3.35 -3.59 -1.39
H -1.45 -2.40 3.15
H -0.81 -1.92 1.75
O -1.04 -1.69 2.73
H -3.80 -1.27 2.50
H -2.38 -0.83 2.14
O -3.34 -0.65 1.94
H 0.98 -0.75 4.61
H 0.51 -1.97 3.83
O 0.54 -1.60 4.68
H 0.64 3.83 -2.05
H 1.15 2.99 -0.96
O 1.45 3.68 -1.58
H -1.29 -1.97 -0.78
H -1.69 -3.31 0.37
O -1.03 -2.66 0.37
H 1.48 0.99 -3.08
H 2.20 2.39 -2.91
O 1.80 1.74 -3.54
H 0.90 -4.52 0.68
H 0.26 -3.49 -0.21
O 1.07 -4.13 -0.17
H -2.09 3.26 -1.07
H -2.72 1.89 -1.26
O -2.53 2.73 -1.74
H -0.29 1.97 -3.93
H -1.60 2.54 -3.14
O -1.21 2.16 -3.92
H -2.72 0.22 0.38
H -2.18 -0.25 -1.06
O -2.20 0.48 -0.33



No. 9
53
Properties=species:S:1:pos:R:3 method="wB97M-V/def2-TZVPD" e_above_lowest_kj_mol=21.3 multiplicity=2 total_energy_ev=-33840.6158 homo_lumo_gap_ev="9.54 / 7.46" homo_energy_ev="-10.1 / -10.1"
C 0.24 3.36 0.34
O -1.00 2.93 -0.15
C 1.42 2.35 0.10
C 1.47 0.97 0.73
C 0.26 0.06 0.79
C 0.63 -1.35 0.98
N -0.30 -2.37 1.50
H 0.45 4.34 -0.14
H 0.12 3.39 1.43
H 1.56 2.34 -0.97
H 2.32 2.88 0.45
H 1.89 1.12 1.77
H 2.49 0.57 0.52
H -0.56 0.27 1.49
H 1.60 -1.58 0.55
H -0.21 -2.39 2.51
H -1.29 -2.14 1.27
H 2.59 0.24 -3.69
H 1.87 1.33 -2.97
O 2.80 1.05 -3.22
H -1.92 -0.37 -0.39
H -0.92 1.92 -0.32
O -0.58 0.31 -0.38
H -0.29 -2.50 -3.23
H 0.77 -1.58 -2.96
O 0.32 -1.92 -3.75
H -1.33 1.15 -2.66
H -2.13 2.22 -1.83
O -2.22 1.40 -2.36
H -2.27 -0.89 3.51
H -2.67 -0.54 2.09
O -2.32 -1.28 2.63
H -3.09 -0.15 -1.46
H -0.17 -3.31 1.14
O -2.88 -0.61 -0.64
H 3.50 -0.96 2.23
H 2.04 -1.45 2.41
O 2.85 -1.23 2.90
H 2.90 -0.68 -1.94
H 2.17 -1.96 -1.59
O 2.71 -1.57 -2.28
H -3.55 0.97 0.88
H -2.28 1.61 1.37
O -3.08 1.19 1.70
H -2.21 -2.37 -0.86
H -0.74 -2.02 -0.81
O -1.32 -2.77 -1.00
H 0.18 0.36 -1.75
H -0.02 -0.18 -3.22
O 0.39 0.60 -2.75
H 0.68 -0.46 3.99
H -0.63 0.24 3.77
O -0.25 -0.51 4.26